{
  "formula": "C17H37BO17S",
  "method": "ωB97M-V with the def2-TZVPD basis set",
  "symbols": ["O", "S", "O", "O", "C", "B", "O", "O", "H", "H", "H", "H", "H", "C", "C", "O", "C", "O", "O", "C", "H", "H", "H", "H", "H", "H", "H", "H", "C", "C", "O", "C", "O", "O", "C", "H", "H", "H", "H", "H", "H", "H", "H", "C", "C", "O", "C", "O", "O", "C", "H", "H", "H", "H", "H", "H", "H", "H", "C", "C", "O", "C", "O", "O", "C", "H", "H", "H", "H", "H", "H", "H", "H"],
  "coordinates": [[2.586, 0.899, 2.163], [2.345, 0.213, 0.916], [0.819, 0.632, 0.557], [2.277, -1.340, 1.337], [2.227, -2.290, 0.229], [2.381, -1.683, -1.251], [1.263, -1.406, -2.001], [3.599, -1.463, -1.806], [0.448, 1.029, 1.364], [2.986, -3.040, 0.448], [1.255, -2.787, 0.294], [0.456, -1.611, -1.517], [3.513, -1.013, -2.655], [-5.856, -2.745, -0.211], [-5.416, -1.350, 0.176], [-4.380, -1.373, 1.176], [-3.162, -1.655, 0.737], [-2.845, -1.883, -0.406], [-2.326, -1.635, 1.779], [-0.981, -1.980, 1.445], [-6.158, -3.307, 0.673], [-6.701, -2.691, -0.897], [-5.049, -3.288, -0.701], [-6.232, -0.803, 0.641], [-5.075, -0.778, -0.686], [-0.616, -1.351, 0.638], [-0.928, -3.030, 1.158], [-0.377, -1.820, 2.333], [2.659, -0.217, 5.867], [3.777, -0.869, 5.084], [4.505, -1.820, 5.883], [3.909, -2.995, 6.056], [2.857, -3.343, 5.582], [4.688, -3.744, 6.841], [4.149, -5.030, 7.154], [3.048, 0.233, 6.782], [2.191, 0.559, 5.262], [1.899, -0.946, 6.146], [4.510, -0.124, 4.786], [3.401, -1.351, 4.182], [3.878, -5.569, 6.249], [3.276, -4.928, 7.797], [4.934, -5.563, 7.682], [-3.746, 5.703, 0.045], [-3.898, 5.141, -1.351], [-2.837, 4.229, -1.680], [-2.948, 3.007, -1.154], [-3.856, 2.606, -0.474], [-1.881, 2.303, -1.528], [-1.821, 0.976, -0.993], [-2.764, 6.164, 0.164], [-4.511, 6.458, 0.229], [-3.848, 4.920, 0.795], [-3.822, 5.932, -2.094], [-4.858, 4.643, -1.481], [-2.736, 0.429, -1.196], [-1.638, 1.011, 0.078], [-0.989, 0.491, -1.492], [3.159, 1.009, -7.219], [2.182, 0.167, -6.427], [1.851, 0.770, -5.166], [0.968, 1.772, -5.229], [0.425, 2.170, -6.227], [0.784, 2.238, -3.999], [-0.105, 3.360, -3.902], [4.050, 1.218, -6.625], [3.459, 0.481, -8.124], [2.711, 1.959, -7.506], [2.626, -0.792, -6.167], [1.269, -0.023, -6.990], [-1.061, 3.143, -4.371], [0.349, 4.237, -4.361], [-0.253, 3.532, -2.844]],
  "forces_ev_per_angstrom": [[0.187, -0.036, 0.318], [0.571, 0.452, -0.310], [-0.098, -0.325, 0.071], [-0.392, 0.061, -0.065], [-0.060, -0.159, -0.003], [-0.235, 0.192, -0.250], [0.162, -0.157, 0.344], [0.040, -0.020, 0.186], [-0.045, -0.060, 0.029], [0.069, 0.068, -0.040], [0.075, -0.010, 0.075], [-0.141, 0.072, -0.172], [0.044, -0.021, -0.111], [0.140, -0.105, 0.075], [-0.239, 0.041, -0.181], [0.063, -0.008, 0.026], [-0.024, 0.011, 0.025], [0.011, -0.036, 0.106], [-0.012, 0.014, -0.063], [0.054, -0.187, 0.104], [-0.064, 0.032, -0.005], [-0.016, 0.021, 0.006], [0.001, 0.041, -0.039], [0.060, 0.018, 0.088], [0.087, -0.035, 0.009], [-0.005, 0.016, -0.040], [-0.010, 0.020, -0.060], [-0.096, 0.050, 0.058], [-0.030, -0.120, 0.160], [-0.186, 0.286, -0.216], [0.015, -0.035, 0.029], [0.058, 0.005, -0.073], [0.000, 0.002, 0.036], [-0.016, 0.009, 0.017], [0.039, -0.094, 0.041], [0.019, 0.065, -0.042], [0.030, 0.007, -0.026], [-0.012, -0.012, -0.058], [0.118, -0.090, 0.055], [-0.009, -0.093, 0.053], [-0.042, 0.028, -0.014], [-0.040, 0.000, -0.048], [0.030, 0.055, 0.007], [0.128, -0.110, 0.073], [-0.196, 0.205, 0.014], [0.041, -0.044, 0.006], [-0.039, -0.013, -0.071], [0.030, 0.002, 0.013], [-0.010, 0.017, 0.111], [-0.060, -0.124, -0.204], [-0.027, 0.058, -0.030], [-0.005, 0.013, -0.020], [-0.052, -0.012, -0.020], [0.082, -0.047, -0.043], [0.035, -0.082, 0.047], [-0.067, 0.070, -0.012], [-0.098, 0.004, 0.062], [0.065, 0.087, -0.010], [0.000, 0.151, 0.085], [0.066, -0.155, -0.206], [0.019, 0.043, 0.034], [-0.065, -0.064, 0.033], [0.034, 0.015, 0.013], [0.020, 0.000, 0.033], [0.035, 0.157, 0.032], [0.025, -0.060, -0.020], [0.002, -0.024, 0.004], [-0.042, -0.027, -0.025], [-0.015, 0.014, 0.093], [-0.030, 0.086, 0.020], [0.023, -0.026, -0.057], [-0.024, -0.049, -0.107], [0.028, -0.045, 0.049]],
  "total_energy_ha": -2372.21790,
  "homo_energy_ev": -10.48,
  "e_lumo_ev": 0.432,
  "orbital_gap_ev": 10.91
}